[1]
18
Properties=species:S:1:pos:R:3 method="wB97M-V/def2-TZVPD" lumo_ev=-2.52 orbital_gap_ev=6.60 total_energy_ha=-381.05342
C 0.224 -1.143 0.844
C 1.412 -0.728 -0.182
C 2.074 0.576 0.158
C 1.605 1.732 -0.262
N -0.839 -0.302 0.819
C -1.854 -0.515 -0.467
N -2.815 0.552 -0.255
O -1.096 -0.430 -1.471
H 0.674 -1.080 1.841
H 0.059 -2.187 0.546
H 0.844 -0.637 -1.110
H 2.152 -1.522 -0.254
H 2.794 0.519 0.973
H 0.630 1.776 -0.734
H 1.971 2.694 0.079
H -2.337 -1.475 -0.242
H -2.772 1.264 -0.967
H -2.727 0.906 0.684

[2]
107
Properties=species:S:1:pos:R:3 method="wB97M-V/def2-TZVPD" lumo_ev=3.60 charge=-2 orbital_gap_ev=6.39 total_energy_ha=-5844.92134
Ca 0.527 0.388 -0.109
Cl -1.938 2.560 2.212
C -0.442 2.126 3.033
C 0.504 1.399 2.330
C 1.618 1.052 3.077
Cl 2.906 0.157 2.277
C 1.797 1.363 4.424
Cl 3.198 0.844 5.301
C 0.822 2.115 5.068
Cl 1.006 2.543 6.737
C -0.306 2.519 4.361
Cl -1.515 3.480 5.158
N -7.674 0.672 -7.255
C -6.819 0.637 -6.485
C -5.751 0.594 -5.523
C -5.979 0.065 -4.254
C -4.947 0.022 -3.334
C -3.685 0.510 -3.661
C -3.467 1.038 -4.931
C -4.489 1.079 -5.862
C -2.575 0.461 -2.666
C -2.194 1.681 -2.123
C -2.797 2.952 -2.400
C -2.094 3.881 -1.680
C -1.092 3.147 -0.981
N -1.148 1.857 -1.227
C -2.061 -0.816 -2.400
C -2.469 -2.021 -3.044
C -1.729 -3.035 -2.482
C -0.902 -2.415 -1.515
N -1.087 -1.102 -1.455
H -6.962 -0.308 -3.998
H -5.108 -0.393 -2.347
H -2.484 1.417 -5.179
H -4.320 1.485 -6.851
H -3.642 3.126 -3.049
H -2.255 4.947 -1.635
H -0.343 3.543 -0.312
H -3.209 -2.109 -3.825
H -1.761 -4.088 -2.716
H -0.184 -2.892 -0.862
O -1.926 -1.842 1.934
C -0.960 -2.486 2.744
C 0.469 -2.313 2.129
O 1.404 -2.876 2.693
O 0.503 -1.621 1.066
C -1.332 -3.970 2.793
C -2.394 -4.379 3.595
C -2.833 -5.694 3.585
C -2.211 -6.628 2.767
C -1.154 -6.231 1.962
C -0.718 -4.913 1.976
C -0.951 -1.867 4.136
C -1.690 -0.724 4.406
C -1.650 -0.141 5.668
C -0.863 -0.689 6.667
C -0.119 -1.834 6.400
C -0.167 -2.421 5.148
H -1.445 -1.597 1.123
H -2.880 -3.650 4.233
H -3.662 -5.991 4.217
H -2.549 -7.658 2.757
H -0.662 -6.950 1.318
H 0.117 -4.620 1.352
H -2.285 -0.286 3.615
H -2.219 0.761 5.860
H -0.814 -0.219 7.643
H 0.513 -2.262 7.170
H 0.432 -3.295 4.927
C 4.624 -0.349 -1.691
O 3.935 -1.411 -2.353
P 2.452 -1.833 -1.815
O 2.734 -3.278 -1.134
C 3.376 -3.243 0.146
O 1.873 -2.486 -3.184
C 1.219 -1.604 -4.092
H 4.774 0.473 -2.389
H 5.590 -0.724 -1.344
H 4.060 0.028 -0.835
H 3.290 -4.238 0.574
H 2.887 -2.540 0.822
H 4.435 -2.988 0.031
H 0.821 -2.221 -4.895
H 1.924 -0.876 -4.503
H 0.393 -1.077 -3.609
C 3.943 5.589 0.044
N 3.360 4.481 0.772
C 1.914 4.625 0.836
C 3.772 3.162 0.259
C 3.324 2.794 -1.145
C 4.084 3.276 -2.215
C 3.753 2.974 -3.529
C 2.634 2.188 -3.767
C 1.889 1.719 -2.688
C 2.189 1.972 -1.336
H 3.688 6.523 0.552
H 3.593 5.658 -0.999
H 5.032 5.492 0.028
H 1.664 5.525 1.406
H 1.472 3.760 1.329
H 1.465 4.720 -0.165
H 3.383 2.415 0.952
H 4.866 3.138 0.322
H 4.970 3.876 -2.019
H 4.363 3.339 -4.349
H 2.347 1.941 -4.786
H 1.008 1.117 -2.931